DFT (ωB97M-V with the def2-TZVPD basis set) results for a cluster of 2 separate species, C5H13O2 in total in a non-equilibrium geometry.

Its expectation value of S² is 0.755. As for the LUMO energy (alpha / beta): 0.8 / -1.7 eV. The HOMO-LUMO gap (alpha / beta) is 11.11 / 8.30 eV. For the total energy, the calculation gives -9487.8827 eV. As for the HOMO energy (alpha / beta): -10.316 / -9.955 eV. Its spin multiplicity is 2.

Each atom is followed by the atoms it is bonded to, with distances in Å.
Element x y z (Å)
1 C -1.1085 -1.4821 -0.2477  O2 1.311, C3 1.557, H7 1.100, H8 1.120
2 O -1.2827 -1.7152 1.0307  C1 1.311
3 C 0.1987 -0.8808 -0.8421  C1 1.557, C4 1.565, H9 1.091, H10 1.084
4 C 1.2490 -0.4678 0.2421  C3 1.565, C5 1.530, H11 1.093, H12 1.083
5 C 2.0097 0.7817 -0.2066  C4 1.530, C6 1.548, H13 1.087, H14 1.090
6 C 1.1377 2.0532 -0.3457  C5 1.548, H15 1.074, H16 1.095, H17 1.077
7 H -1.9580 -1.0579 -0.8040  C1 1.100
8 H -1.0689 -2.4836 -0.7482  C1 1.120
9 H 0.7041 -1.7022 -1.3515  C3 1.091
10 H -0.0411 -0.0544 -1.5010  C3 1.084
11 H 0.6365 -0.1899 1.1032  C4 1.093
12 H 1.9017 -1.2957 0.4922  C4 1.083
13 H 2.7209 0.9599 0.5964  C5 1.087
14 H 2.5862 0.6595 -1.1232  C5 1.090
15 H 1.3885 2.7316 0.4481  C6 1.074
16 H 1.4863 2.5571 -1.2536  C6 1.095
17 H 0.0849 1.9057 -0.5173  C6 1.077
18 H -1.6394 0.5453 1.0238  O20 0.940
19 H -2.7847 1.1813 0.3883  O20 0.964
20 O -1.8212 1.2049 0.3787  H18 0.940, H19 0.964